ORCA calculation (the ωB97M-V functional and the def2-TZVPD basis) on a cluster of 10 separate species, C31H71N5O13S2 in total.

Calculated values
- net charge = +1
- spin multiplicity = 2
- highest occupied orbital energy (spin up / spin down) (Ha) = -0.392 / -0.392
- LUMO level (spin up / spin down) (Eh) = -0.124 / -0.299

Geometry as XYZ:
```
122
Properties=species:S:1:pos:R:3:mulliken_spin:R:1
H -9.350 12.548 -21.542 0.000
H 0.532 14.860 -13.729 0.000
H -6.565 12.724 -14.997 0.000
H -4.006 17.615 -22.728 0.001
C -4.272 20.991 -14.506 0.000
O -1.702 9.586 -13.688 0.000
C -4.017 15.573 -12.072 0.000
H -7.643 19.141 -18.245 0.002
N -7.325 13.074 -21.286 0.000
H -7.180 11.472 -17.519 0.000
O -8.605 22.138 -18.809 0.008
H -3.809 20.815 -15.489 0.000
C -4.393 20.146 -12.151 0.000
C -6.542 12.396 -22.082 0.000
C -0.832 17.224 -16.794 0.000
O -9.050 11.907 -17.205 0.000
O -10.971 19.513 -14.687 0.000
H -11.422 11.602 -18.956 0.000
S -6.441 16.442 -16.874 0.001
H -6.642 15.359 -10.147 0.000
H -6.514 16.829 -12.743 0.000
H -5.751 18.688 -16.529 0.002
H -11.973 21.167 -16.790 0.000
H -4.384 17.884 -17.212 0.004
C 0.271 17.830 -17.703 0.000
H -4.821 17.656 -15.495 0.000
H -5.329 10.682 -14.525 0.000
H 0.710 18.726 -17.265 0.000
C -11.719 21.807 -17.635 0.000
H -7.740 18.156 -15.075 0.000
C -7.802 11.633 -16.638 0.000
H -2.877 17.223 -20.504 -0.003
C -8.791 20.956 -18.769 -0.003
H -11.443 12.280 -17.248 0.000
H -7.235 19.106 -13.532 0.000
H -7.852 15.176 -21.291 0.000
C -3.458 17.949 -19.936 0.045
C -5.625 15.710 -10.319 0.000
H -2.833 8.795 -15.218 0.000
H -5.463 14.178 -16.522 0.000
O -5.079 20.019 -20.194 0.663
O -1.981 17.625 -16.879 0.000
H -12.495 22.568 -17.726 0.000
C -8.576 12.376 -20.795 0.000
H -3.583 20.101 -11.423 0.000
C -2.997 19.043 -13.884 0.000
C -0.399 14.602 -14.235 0.000
H -8.335 11.355 -20.500 0.000
O -0.422 16.211 -15.983 0.000
C -11.319 21.015 -18.826 0.000
C -11.197 11.443 -17.901 0.000
H -6.726 19.578 -15.213 0.000
H -3.434 12.159 -13.453 0.000
H -9.719 21.740 -14.628 0.000
H -8.742 12.947 -19.881 0.000
H -2.193 15.347 -15.208 0.000
H -5.696 16.741 -9.972 0.000
H -6.777 20.642 -18.397 0.002
O -6.646 16.639 -18.364 0.005
H -12.180 20.361 -18.964 0.000
H 1.101 17.126 -17.638 0.000
C -9.919 19.180 -15.230 0.000
H -4.936 15.075 -9.762 0.000
H -6.887 11.378 -22.318 0.000
H -1.728 11.907 -14.001 0.000
N -5.328 15.672 -11.697 0.000
C -4.587 10.558 -15.315 0.000
H -7.292 19.875 -19.866 0.008
H -0.870 14.016 -13.445 0.000
H -6.147 15.262 -13.548 0.000
H -5.197 19.469 -11.861 0.000
H -11.996 10.725 -17.718 0.000
N -8.753 19.843 -14.818 0.000
O -5.425 12.801 -22.447 0.000
H -1.542 16.544 -14.339 0.000
C -7.587 20.057 -18.833 0.004
O -10.020 20.289 -18.710 0.001
H -7.197 14.574 -19.701 0.000
C -7.484 19.099 -14.593 0.000
O -3.724 15.509 -13.278 0.000
H -3.247 18.008 -13.652 0.000
H -11.320 21.616 -19.735 0.000
H -8.762 21.134 -13.171 0.000
H -4.922 11.377 -15.951 0.000
H -3.366 15.506 -11.187 0.000
C -6.410 15.752 -12.611 0.000
C -2.533 9.650 -14.592 0.000
H -2.748 19.040 -14.945 0.000
O -4.988 21.923 -14.233 0.000
H -10.927 22.424 -17.210 0.000
H -7.217 15.081 -12.319 0.000
H -5.559 17.868 -22.151 0.004
H -6.221 14.878 -20.998 0.000
C -7.535 12.644 -15.488 0.000
H -7.922 21.744 -14.517 0.000
H -4.770 19.113 -23.229 0.000
H -8.347 12.511 -14.774 0.000
H -0.034 18.134 -18.704 0.000
H -7.917 10.634 -16.217 0.000
H -0.274 13.757 -14.911 0.000
H -2.115 19.404 -13.356 0.000
H -4.724 9.637 -15.881 0.000
C -1.199 15.679 -14.908 0.000
H -4.795 21.142 -11.962 0.000
H -4.341 15.111 -17.427 0.000
C -7.205 14.460 -20.785 0.000
C -9.824 10.928 -17.561 0.000
H -4.314 17.411 -19.529 0.001
H -7.673 13.647 -15.891 0.000
H -2.899 18.481 -19.167 0.008
C -8.839 21.216 -14.255 0.000
S -3.931 19.353 -20.950 0.195
H -2.923 12.690 -15.137 0.000
N -3.261 10.713 -14.844 0.000
C -4.653 18.425 -22.391 0.056
C -2.771 12.004 -14.303 0.000
H -9.757 18.288 -15.854 0.000
C -5.112 15.200 -16.662 -0.001
O -9.602 9.714 -17.656 0.000
N -3.996 20.073 -13.590 0.000
C -5.206 17.744 -16.510 -0.005
H -4.739 15.375 -15.653 0.001
```

=====

ORCA calculation (the ωB97M-V functional and the def2-TZVPD basis) on a cluster of 5 separate species, C31H72F8N4O21P5S in total.

Calculated values
- net charge = +1
- spin multiplicity = 1
- highest occupied orbital energy (Ha) = -0.416
- LUMO level (Eh) = -0.111

Geometry as XYZ:
```
142
Properties=species:S:1:pos:R:3:mulliken_charge:R:1
N -0.024 2.300 -0.438 0.327
P 5.474 5.818 -8.065 1.033
P 2.334 -2.184 6.443 0.692
F -1.483 -0.375 1.806 -0.158
O -9.549 0.798 -3.666 -0.378
F -2.893 -0.837 -0.272 -0.157
C 0.385 0.924 0.048 -3.968
C -1.168 -8.396 9.886 -0.674
O 5.289 4.524 -8.726 -0.678
H 1.531 4.153 -4.275 0.240
F -3.301 2.596 1.703 -0.244
C 3.519 5.800 -6.383 -0.649
O 5.972 7.019 -8.946 -0.337
H 0.322 2.969 0.256 0.808
H 0.348 -2.896 10.662 0.239
H 3.622 1.125 -1.008 0.353
H -0.236 -8.931 9.700 0.354
C 6.733 4.563 -6.140 -0.618
H -2.675 2.155 -3.643 -0.027
H -1.539 -8.623 10.886 0.247
H 3.540 4.721 -6.527 0.383
H 0.138 -2.543 -2.963 0.329
H -0.376 -3.746 6.591 0.304
H -0.995 -0.156 -4.558 0.659
C 1.743 -1.087 -0.009 -0.027
H -0.545 4.528 -2.076 0.429
H 0.872 -1.604 1.911 0.385
H 4.224 -4.172 6.509 0.283
H 1.537 -7.379 13.334 0.247
H 5.459 -3.286 7.420 0.251
F -4.462 0.539 0.280 -0.164
H 3.985 6.054 -5.433 0.306
C -7.086 -0.866 -1.396 -0.564
O 3.315 2.760 1.455 -0.473
F -4.191 -1.304 1.360 -0.260
O 4.182 6.483 -7.456 -0.410
H 6.041 4.541 -5.297 0.195
H 3.074 -2.021 -4.951 0.405
C 1.224 -7.660 12.332 -0.686
H 2.642 -1.541 -0.426 0.715
C -4.531 0.419 -4.076 -0.908
C 4.695 -3.201 6.654 -0.617
H 1.637 -3.710 9.742 0.192
H 0.081 0.213 7.502 0.273
C 1.390 0.289 -2.114 1.305
H 6.575 3.690 -6.773 0.357
O 3.741 -2.235 7.128 -0.387
C -2.248 1.558 -4.450 -0.283
H 2.052 -3.929 -5.330 0.326
H -4.305 -0.454 -3.458 0.223
H 7.952 6.367 -9.097 0.290
H -1.222 3.233 -2.868 0.109
H 7.754 4.562 -5.766 0.269
H -8.936 2.913 0.137 0.290
C 0.568 -4.142 6.219 -0.745
H 3.446 2.781 -2.182 0.008
P 0.359 -6.332 10.240 1.131
N 2.672 -4.009 -4.533 -0.653
O 6.557 5.768 -6.891 -0.297
H -6.657 -1.838 -1.627 0.341
H -4.744 1.275 -3.440 0.268
H 0.973 0.847 -4.718 0.452
H -11.149 1.667 -4.576 0.237
H -7.476 2.828 -0.874 0.323
S -1.798 2.468 -0.287 1.002
H -6.290 -0.121 -1.362 0.103
O 2.304 -1.981 4.989 -0.385
H 2.128 -4.498 -3.831 0.273
C -1.037 0.746 -3.947 0.035
O 2.595 2.418 0.259 -0.142
C 0.893 -3.826 10.529 -0.601
H -7.590 -0.918 -0.429 0.346
H 2.510 -0.183 -3.916 0.827
H -1.223 0.382 -2.937 -0.446
H 2.486 6.136 -6.373 0.270
O 1.567 -6.733 9.517 -0.696
C 0.518 2.797 -1.845 -1.219
O -8.021 -0.550 -2.424 -0.405
C 1.647 0.351 -0.578 2.859
H 3.403 -0.521 -2.447 0.153
O 0.724 -2.123 -3.597 -0.531
C 1.113 1.692 -2.766 0.652
C 0.267 -0.813 7.197 -0.527
C 2.926 1.092 -0.169 -1.750
O -0.992 -6.982 9.745 -0.332
C -2.238 1.866 1.458 0.484
O -2.037 3.873 -0.223 -0.729
C 2.040 -2.037 -3.079 0.072
C 2.407 -0.551 -2.899 -1.695
H 1.380 -4.085 11.469 0.329
H -5.432 0.162 -4.632 0.442
C -8.259 2.246 -0.389 -0.623
H 1.346 3.440 -1.540 0.572
H 4.002 -2.720 -3.586 0.354
H 0.617 -8.563 12.388 0.275
H 2.100 -7.838 11.710 0.344
H 0.656 -3.964 5.148 0.300
H -3.756 1.162 -5.950 0.419
H -1.907 -8.702 9.153 0.247
O 0.445 -6.573 11.811 -0.301
O 1.674 -1.037 7.305 -0.346
H -0.420 0.240 -0.206 1.202
O -2.403 1.647 -1.272 -0.321
F 0.633 -1.817 -0.471 -0.408
H 2.616 -1.820 1.841 0.462
H -2.963 -0.273 -5.351 0.336
H 0.452 -0.260 -2.179 -0.208
H 3.467 0.604 0.641 0.592
C -2.594 0.363 1.727 0.846
H 0.608 -5.209 6.419 0.251
H -0.268 -1.488 7.866 0.185
H -10.347 2.711 -3.387 0.307
H -7.819 1.550 0.326 0.225
N 2.497 3.878 -4.145 -0.647
H -9.583 2.415 -4.971 0.263
H 7.515 7.836 -9.989 0.241
C -3.369 0.693 -5.046 -1.200
F -1.244 2.234 2.270 -0.258
C 7.181 6.845 -9.700 -0.630
C -10.189 1.980 -4.179 -0.648
H 0.197 2.382 -4.631 0.928
H 1.962 -0.227 2.001 0.243
H 0.488 0.997 1.125 1.003
H 6.982 6.247 -10.588 0.272
H -1.889 2.236 -5.227 0.506
F -3.161 0.392 2.942 -0.322
C 1.793 -1.187 1.514 -1.875
H 2.763 2.406 2.171 0.347
O -7.208 1.792 -3.130 -0.589
N -0.358 3.654 -2.547 -0.249
P 2.687 2.551 -3.345 0.490
C 3.027 -2.669 -4.076 -1.075
H 3.419 1.601 -4.069 0.060
H 5.140 -2.857 5.722 0.254
P -8.342 0.975 -2.685 1.117
O -9.032 1.533 -1.360 -0.355
H -0.079 -0.953 6.171 0.218
O -0.066 -4.821 10.140 -0.324
C 0.331 1.456 -4.078 -1.911
O 1.665 -3.543 6.922 0.013
C -3.579 -0.327 0.737 0.474
H 2.159 -2.596 -2.151 0.331
```

=====

no.,F_max (eV Å⁻¹)
1,4.71
2,1.72